1.
The following is a DFT calculation (ωB97M-V/def2-TZVPD) of an isolated molecule of C3H5FN2 at a distorted geometry.

As for the HOMO-LUMO gap: 0.36712 hartree. As for the SMILES: F[C@@H]1C=NNC1. Its total charge is 0. The HOMO energy comes out at -9.06 eV.

Geometry as XYZ:
```
11
Properties=species:S:1:pos:R:3:forces:R:3:lowdin_charge:R:1
C 0.3847 0.5107 0.8617 -0.772 2.174 0.364 -0.29
C -0.8731 1.2954 0.4451 0.265 -0.250 0.865 -0.11
C 0.2850 -0.6775 -0.0065 1.029 2.628 -6.655 -0.13
N -1.0761 -0.6334 -0.5934 -0.508 1.411 1.659 -0.05
N -1.5771 0.6290 -0.3631 -1.091 0.296 -0.299 0.01
F 0.3496 0.0711 2.2079 0.304 0.778 -0.675 -0.03
H 1.1577 1.2843 0.6341 0.431 -1.339 0.939 0.15
H -1.1495 2.3187 0.7685 0.267 -0.899 -0.250 0.12
H 1.0393 -0.6329 -0.9809 -1.429 -0.123 2.703 0.18
H 0.3803 -1.5377 0.4681 0.910 -3.807 2.284 0.06
H -1.2922 -0.7812 -1.5477 0.595 -0.870 -0.935 0.10
```
Positions in Å, forces in eV/Å.

***

2.
The following is a DFT calculation (ωB97M-V/def2-TZVPD) of an isolated molecule of C3H5FO at a distorted geometry.

As for the HOMO-LUMO gap: 0.42887 hartree. As for the SMILES: C[C@]1(F)CO1. Its total charge is 0. The HOMO energy comes out at -10.69 eV.

Geometry as XYZ:
```
10
Properties=species:S:1:pos:R:3:forces:R:3:lowdin_charge:R:1
C -0.9748 -1.1158 0.4507 1.644 2.141 -0.065 -0.08
C -0.8870 0.2801 -0.0654 -0.708 -1.070 0.284 -0.46
C 0.4945 0.7379 -0.4527 -1.051 2.964 -2.492 0.00
O -1.5822 -0.7826 -0.8204 1.399 1.309 1.412 0.02
F -1.7058 1.3146 0.4006 0.738 -1.549 -0.563 0.04
H 0.0410 -1.5642 0.4917 -0.941 -0.345 -0.600 0.12
H -1.4936 -1.2737 1.3582 -1.422 -0.446 0.328 0.10
H 0.5280 1.4131 -1.4149 -0.444 -1.169 1.707 0.13
H 1.0213 -0.1182 -0.7248 1.174 -1.351 -0.226 0.05
H 1.0171 1.3431 0.2961 -0.388 -0.484 0.213 0.09
```
Positions in Å, forces in eV/Å.

***

3.
The following is a DFT calculation (ωB97M-V/def2-TZVPD) of a cluster of 2 separate species, C3H5FO2S in total at a distorted geometry.

As for the HOMO-LUMO gap: 0.36850 hartree. Its total charge is 0. The HOMO energy comes out at -10.05 eV.

Geometry as XYZ:
```
12
Properties=species:S:1:pos:R:3:forces:R:3:lowdin_charge:R:1
C -0.1653 0.9900 -0.9642 0.468 -1.345 -0.950 0.01
C -0.0078 -0.2931 -0.6805 0.642 -2.203 -0.780 -0.45
C -0.9024 -1.2375 0.0975 0.371 -0.895 -3.800 0.00
O 1.1663 2.1610 1.5053 0.149 -1.047 -0.604 -0.42
O 1.2789 -0.2443 1.8050 -0.566 -1.754 1.169 -0.38
F 1.1451 -0.9405 -1.0819 -0.842 0.731 -0.138 0.00
S 1.5188 0.8568 0.9601 1.556 3.430 0.560 0.85
H 0.3838 1.5803 -1.6487 1.214 0.045 -0.363 0.09
H -1.0148 1.4780 -0.6813 -2.332 0.936 1.133 0.07
H -0.4814 -2.2215 0.3273 0.369 0.602 0.006 0.10
H -1.7838 -1.4304 -0.5539 0.297 0.227 0.644 0.11
H -1.1374 -0.6989 0.9153 -1.328 1.273 3.122 0.04
```
Positions in Å, forces in eV/Å.

***

4.
The following is a DFT calculation (ωB97M-V/def2-TZVPD) of a cluster of 2 separate species, C3H5FO2S in total at a distorted geometry.

As for the HOMO-LUMO gap: 0.33069 hartree. Its total charge is 0. The HOMO energy comes out at -9.89 eV.

Geometry as XYZ:
```
12
Properties=species:S:1:pos:R:3:forces:R:3:lowdin_charge:R:1
C 1.5047 1.4671 -0.1501 0.788 -0.256 0.009 0.07
C 0.9010 0.2826 -0.3323 -1.942 3.382 0.474 -0.34
C 1.0679 -1.0700 0.1920 -0.100 0.301 -3.148 -0.02
O -3.2859 -1.5963 0.0623 -0.060 2.428 -0.798 -0.45
O -3.5656 0.6922 0.8767 -0.195 1.174 1.013 -0.42
F -0.3521 0.4223 -0.9783 0.875 -0.449 0.226 -0.07
S -3.3634 -0.1547 -0.2313 0.344 -3.585 -0.238 0.87
H 1.2347 2.4529 -0.5046 -1.193 -0.471 -0.630 0.06
H 2.4361 1.7045 0.3476 0.291 -1.321 0.374 0.06
H 0.7595 -1.7058 -0.6480 0.071 -0.317 0.425 0.11
H 0.5767 -1.3367 1.0602 -1.309 -0.152 1.746 0.07
H 2.0864 -1.1581 0.3059 2.431 -0.733 0.548 0.06
```
Positions in Å, forces in eV/Å.

***

5.
The following is a DFT calculation (ωB97M-V/def2-TZVPD) of a structure of composition C3H5FOS2 at a distorted geometry.

As for the HOMO-LUMO gap: 0.23313 hartree. Its total charge is 0. The HOMO energy comes out at -8.54 eV.

Geometry as XYZ:
```
12
Properties=species:S:1:pos:R:3:forces:R:3:lowdin_charge:R:1
C -0.0540 1.6307 0.4871 -0.825 1.120 2.350 -0.32
C -0.4866 0.7982 -0.7246 -0.072 1.035 -0.372 -0.47
C 0.0000 -0.5004 -0.3239 -3.061 -3.790 2.720 -1.07
H 2.1931 1.1627 1.8293 -2.632 1.671 -3.682 0.36
H -0.4109 2.6261 0.2989 -0.470 0.735 -0.065 0.10
H -0.7954 1.2950 1.5705 2.829 0.595 -3.408 0.22
H -0.1007 1.1229 -1.7482 -0.518 -0.023 1.477 0.18
H 2.4075 0.0282 -0.5134 -1.407 -1.388 -0.112 -0.06
O 1.3560 1.8367 0.4977 1.579 -1.962 4.170 -0.24
F -1.8821 0.9055 -0.6784 0.909 -0.038 -0.801 -0.07
S 1.5913 -1.1466 -0.3455 0.994 1.360 -0.370 0.75
S -1.2137 -1.3940 0.5989 2.675 0.684 -1.905 0.59
```
Positions in Å, forces in eV/Å.

***

6.
The following is a DFT calculation (ωB97M-V/def2-TZVPD) of an isolated molecule of C3H5FS at a distorted geometry.

As for the HOMO-LUMO gap: 0.34434 hartree. As for the SMILES: F/C=C/CS. Its total charge is 0. The HOMO energy comes out at -8.99 eV.

Geometry as XYZ:
```
10
Properties=species:S:1:pos:R:3:forces:R:3:lowdin_charge:R:1
C -0.2690 0.7506 -0.3729 -4.799 0.933 2.116 -0.63
C -0.0791 -0.2154 0.7629 0.109 -1.157 4.239 -0.17
C 1.1715 -0.3184 1.2260 0.216 -2.429 0.530 -0.11
H -2.7142 0.1551 -1.6266 3.429 0.718 0.297 -0.02
H -1.3220 1.3548 -0.0194 3.976 -0.095 0.091 0.11
H 0.6998 1.2151 -0.6627 -1.213 0.319 0.250 0.08
H -0.8066 -0.5945 1.6309 0.594 0.955 -2.718 0.16
H 1.8883 -0.1349 0.5136 2.356 0.950 -0.983 0.08
F 1.8040 -1.0776 2.2866 -2.373 1.698 -1.830 -0.06
S -1.1826 0.4001 -1.8820 -2.294 -1.892 -1.993 0.57
```
Positions in Å, forces in eV/Å.

***

7.
The following is a DFT calculation (ωB97M-V/def2-TZVPD) of a structure of composition C3H5GaO3 at a distorted geometry.

As for the HOMO-LUMO gap (alpha / beta): 0.38077 / 0.26018 hartree. Its spin multiplicity is 2. Its total charge is +1. The HOMO energy (alpha / beta) comes out at -14.97 / -14.96 eV.

Geometry as XYZ:
```
12
Properties=species:S:1:pos:R:3:forces:R:3:lowdin_charge:R:1
H -2.4740 0.1873 -0.6435 0.220 0.539 0.105 0.01
O 0.7922 1.6360 -0.4569 -0.983 -0.550 0.271 0.04
C -0.3420 1.1133 -0.1111 0.106 2.211 -0.773 -0.02
C 1.9322 0.7349 -0.3011 0.513 -0.017 -0.042 -0.05
O -2.5164 -0.7415 -0.4150 -1.221 -1.081 -0.250 -0.20
O -0.1153 -0.1195 0.3433 1.735 -0.703 0.447 -0.23
C 1.2945 -0.5165 0.2718 0.970 -0.439 0.272 -0.08
Ga -1.4788 -1.4155 0.8075 -1.017 -0.215 0.054 0.95
H 2.6470 1.2180 0.3715 -0.202 -0.123 -0.179 0.15
H 2.3756 0.5912 -1.2911 -0.129 0.055 0.274 0.15
H 1.6053 -0.7682 1.2889 0.058 0.123 -0.209 0.14
H 1.3741 -1.3970 -0.3707 -0.051 0.200 0.031 0.14
```
Positions in Å, forces in eV/Å.

***

8.
The following is a DFT calculation (ωB97M-V/def2-TZVPD) of a structure of composition C3H5I at a distorted geometry.

As for the HOMO-LUMO gap: 0.35810 hartree. Its total charge is 0. The HOMO energy comes out at -9.12 eV.

Geometry as XYZ:
```
9
Properties=species:S:1:pos:R:3:forces:R:3:lowdin_charge:R:1
C 0.6769 -0.8709 -0.9996 0.531 -1.574 -1.724 -0.17
C -0.2415 -0.1158 -0.4883 -0.517 2.656 3.786 -0.75
C -0.0874 0.8025 1.2423 0.684 -3.411 -4.931 0.03
I -2.1145 0.1258 -1.4128 0.308 0.086 0.193 0.76
H 0.5166 -1.3822 -1.9652 -0.114 0.349 0.463 0.05
H 1.6147 -1.1657 -0.5719 0.353 0.444 0.619 0.05
H -0.8920 1.4073 1.1281 -2.053 2.269 -0.056 -0.03
H -0.3554 -0.0387 1.8041 0.259 -0.932 1.359 0.02
H 0.8825 1.2377 1.2632 0.550 0.112 0.292 0.04
```
Positions in Å, forces in eV/Å.

***

9.
The following is a DFT calculation (ωB97M-V/def2-TZVPD) of a cluster of 2 separate species, C3H5I2N in total at a distorted geometry.

As for the HOMO-LUMO gap: 0.30922 hartree. As for the SMILES: CC(I)=C=N.I. Its total charge is 0. The HOMO energy comes out at -8.54 eV.

Geometry as XYZ:
```
11
Properties=species:S:1:pos:R:3:forces:R:3:lowdin_charge:R:1
C -1.3524 0.6384 0.8471 0.053 0.190 0.085 -0.32
C -0.6404 -0.7609 -1.1145 -0.139 -0.170 -0.047 -0.15
C -0.5347 0.3488 -0.1189 0.858 0.483 -0.192 -0.73
N -2.1836 1.0858 1.6071 -0.649 0.321 0.119 0.16
I 4.5621 -0.7628 -0.0253 0.624 -0.372 -0.297 0.39
I 1.0543 1.7724 -0.3142 -0.507 -0.412 0.062 0.83
H 0.2282 -0.7757 -1.7679 -0.010 -0.034 0.026 0.05
H -0.7125 -1.7281 -0.6171 0.042 -0.036 -0.025 0.08
H -1.5319 -0.6282 -1.7300 0.041 -0.032 -0.076 0.08
H 3.3180 -0.0661 0.6378 -0.587 0.337 0.291 -0.45
H -2.2072 0.8764 2.5959 0.274 -0.275 0.053 0.07
```
Positions in Å, forces in eV/Å.

***

10.
The following is a DFT calculation (ωB97M-V/def2-TZVPD) of a cluster of 2 separate species, C3H5I2NO2PS in total at a distorted geometry.

As for the HOMO-LUMO gap: 0.27210 hartree. Its total charge is -1. The HOMO energy comes out at -4.84 eV.

Geometry as XYZ:
```
15
Properties=species:S:1:pos:R:3:forces:R:3:lowdin_charge:R:1
C -1.2627 -2.0786 -0.0612 1.740 1.484 0.820 -0.51
C 0.8782 -0.8205 -0.8528 -0.071 -1.118 -1.601 -0.51
C 0.0814 -1.4315 0.2105 -0.437 -1.502 3.218 -0.28
N -1.3021 -0.9452 0.6247 0.041 1.330 -0.264 0.18
O -1.8670 -2.9659 -0.5465 -1.167 -1.237 -0.791 0.10
O -1.6940 2.4237 1.3438 -0.458 -1.227 0.183 -0.73
P -1.3470 3.8047 0.9971 0.057 0.739 -0.454 -0.05
S 1.9361 -2.1573 -1.5469 0.140 -0.752 -0.280 0.68
I 0.1547 4.6168 2.9130 0.245 0.212 0.403 -0.04
I 0.6139 3.5254 -0.7562 0.141 -0.019 -0.229 -0.10
H 0.2026 -0.5185 -1.6704 0.670 0.761 0.477 0.09
H 1.6470 -0.2042 -0.4701 -0.045 1.667 0.158 0.04
H 0.7034 -1.8002 1.1336 -1.184 0.715 -1.794 0.16
H -1.7627 0.0024 0.6151 0.686 -1.206 -0.031 0.14
H 3.0179 -1.4509 -1.9336 -0.356 0.153 0.184 -0.16
```
Positions in Å, forces in eV/Å.

***

ΔE to the lowest compared entry with this formula, charge and spin, record by record: 36.88 30.44 36.86 32.88 134.89 75.69 40.65 43.62 11.25 0.00 kcal per mole